Entry from the OMol25 dataset: a 2-piece molecular cluster, C4H14N2O2 overall (wB97M-V/def2-TZVPD).

Properties
F_max: 6.88 eV/A
HOMO level: -8.83 eV
SMILES: NCCNCCO.O
E_tot: -420.65262 Ha

ORCA input file:
```
! wB97M-V def2-TZVPD RIJCOSX def2/J DEFGRID3
* xyz 0 1
N 1.60 -2.56 1.38
C 1.41 -1.63 0.20
C 1.54 -0.21 0.76
N 1.29 0.83 -0.33
C -0.02 1.47 -0.09
C -0.27 2.92 -0.76
O -0.36 3.93 0.18
H 0.15 3.73 1.04
H 1.25 -2.33 2.22
H 1.26 -3.50 1.29
H 2.45 -1.99 -0.21
H 0.64 -1.94 -0.50
H 2.37 0.02 1.36
H 0.70 0.00 1.64
H 1.38 0.45 -1.31
H -0.28 1.38 0.87
H -0.90 0.92 -0.62
H 0.58 3.17 -1.33
H -1.23 3.21 -1.37
H -4.81 -2.25 -0.92
H -3.92 -2.80 -1.90
O -4.83 -2.81 -1.60
*
```


Entry from the OMol25 dataset: a 3-piece molecular cluster, C4H14N2O2 overall (wB97M-V/def2-TZVPD).

Properties
F_max: 3.10 eV/A
HOMO level: -8.63 eV
SMILES: [H]/N=C/NCCC.O.O
E_tot: -420.73536 Ha

ORCA input file:
```
! wB97M-V def2-TZVPD RIJCOSX def2/J DEFGRID3
* xyz 0 1
C 0.26 -1.70 0.04
C 1.00 -1.19 -1.23
C 0.64 0.34 -1.27
N 0.53 0.84 0.10
C -0.70 1.37 0.47
N -0.93 1.57 1.76
H 0.94 -1.73 0.92
H -0.65 -1.10 0.21
H -0.10 -2.75 -0.02
H 0.69 -1.70 -2.18
H 2.07 -1.34 -1.19
H 1.46 0.88 -1.88
H -0.28 0.47 -1.87
H 1.05 0.26 0.80
H -1.34 1.81 -0.36
H -1.79 1.98 2.07
H 1.22 1.71 2.25
H 2.15 0.77 3.45
O 2.00 1.20 2.59
H -2.31 -1.09 -1.78
H -3.26 -0.07 -1.75
O -2.65 -0.52 -1.13
*
```


Here are the calculated HOMO-LUMO gap numbers, same order: 9.19, 9.09 (eV).